# 1
A structure of composition C29H28ClN4O5S2Zr, computed with ωB97M-V/def2-TZVPD.

relative energy (zero: lowest compared OMol25 entry of this formula, charge and spin) = 31.9 kJ/mol
Kohn-Sham gap = 7.45 eV
lowest unoccupied orbital energy = -9.860 eV
strongest force on any atom = 0.38 eV Å⁻¹

ORCA input file:
```
! RIJCOSX wB97M-V def2-TZVPD def2/J DEFGRID3
* xyz 3 1
Zr 0.384 0.389 -0.018
O -2.599 2.683 4.600
C -1.996 3.650 3.917
O -2.247 4.806 4.062
C -1.027 3.234 2.840
C -0.295 4.139 2.036
Cl -0.191 5.803 2.111
N 0.355 3.425 1.096
N 0.086 2.120 1.246
C -0.738 1.997 2.296
C -1.124 0.579 2.546
O -1.840 0.198 3.420
O -0.557 -0.214 1.611
C 1.214 3.747 -0.003
C 0.960 3.060 -1.198
C 1.812 3.266 -2.282
C 2.893 4.127 -2.157
C 3.119 4.796 -0.960
C 2.283 4.605 0.136
H -2.291 1.784 4.392
H -0.020 2.594 -1.357
H 1.605 2.803 -3.238
H 3.545 4.300 -3.002
H 3.959 5.472 -0.872
H 2.475 5.109 1.074
C -3.378 -1.842 0.607
N -3.650 -0.408 0.616
C -4.674 0.195 1.500
C -4.685 1.670 1.061
N -3.478 1.741 0.206
C -3.031 0.514 -0.073
S -1.805 0.202 -1.295
H -4.086 -2.321 1.278
H -2.371 -2.044 0.968
H -3.515 -2.246 -0.395
H -4.371 0.063 2.538
H -5.628 -0.302 1.343
H -4.604 2.357 1.900
H -5.568 1.924 0.477
H -3.328 2.504 -0.436
O 2.202 -0.204 0.580
S 3.398 -1.224 0.657
C 3.673 -1.667 -1.097
C 2.467 -1.514 -1.972
C 1.941 -0.234 -2.226
C 0.828 -0.082 -3.055
C 0.242 -1.200 -3.651
C 0.796 -2.449 -3.442
C 1.893 -2.608 -2.597
C 2.643 -2.692 1.403
C 1.771 -3.576 0.558
C 0.511 -3.201 0.090
C -0.290 -4.094 -0.597
C 0.155 -5.391 -0.830
C 1.413 -5.775 -0.388
C 2.211 -4.873 0.304
H 4.048 -2.692 -1.078
H 4.489 -1.008 -1.398
H 2.497 0.646 -1.911
H 0.475 0.908 -3.317
H -0.607 -1.079 -4.311
H 0.378 -3.315 -3.938
H 2.300 -3.599 -2.430
H 2.134 -2.273 2.276
H 3.511 -3.240 1.779
H 0.124 -2.186 0.196
H -1.261 -3.784 -0.961
H -0.478 -6.097 -1.350
H 1.768 -6.781 -0.562
H 3.176 -5.196 0.678
*
```

Mulliken atomic charge list, values in e, 8 entries:
1 Zr 1.346
2 O -0.496
3 C 0.239
4 O -0.496
5 C -0.010
6 C 0.532
7 Cl -0.026
8 N 0.237

***

# 2
A structure of composition C27H35GeN4O6S3SeW, computed with ωB97M-V/def2-TZVPD.

relative energy (zero: lowest compared OMol25 entry of this formula, charge and spin) = 0.0 kJ/mol
Kohn-Sham gap = 6.35 eV
lowest unoccupied orbital energy = -4.200 eV
strongest force on any atom = 0.56 eV Å⁻¹

ORCA input file:
```
! RIJCOSX wB97M-V def2-TZVPD def2/J DEFGRID3
* xyz 1 1
W -0.562 0.018 -0.798
C -0.735 -5.666 0.656
S 0.307 -4.324 1.253
C -0.172 -3.022 0.221
S 0.812 -1.602 0.428
N -1.123 -3.192 -0.648
N -1.362 -2.064 -1.377
C -2.283 -2.102 -2.265
C -2.434 -0.896 -3.070
C -3.266 -0.826 -4.170
C -3.255 0.328 -4.941
C -2.412 1.368 -4.588
C -1.626 1.244 -3.456
N -1.636 0.135 -2.714
H -0.482 -6.525 1.273
H -0.522 -5.883 -0.387
H -1.785 -5.414 0.779
H -2.917 -2.969 -2.412
H -3.897 -1.668 -4.420
H -3.891 0.407 -5.812
H -2.366 2.278 -5.166
H -0.986 2.044 -3.120
C 1.227 4.445 3.095
O 0.566 3.353 2.471
C 0.332 2.241 3.214
C 0.559 2.120 4.576
C 0.254 0.922 5.211
C -0.263 -0.148 4.502
C -0.479 -0.031 3.135
C -0.178 1.155 2.493
N -0.369 1.377 1.075
C -1.680 1.992 0.647
C -2.812 1.378 1.395
C -3.718 2.071 2.177
C -4.758 1.390 2.795
C -4.881 0.018 2.613
C -3.977 -0.685 1.829
C -2.933 0.000 1.220
O -2.014 -0.660 0.492
H 1.371 5.187 2.317
H 2.196 4.138 3.492
H 0.616 4.865 3.896
H 0.959 2.946 5.145
H 0.424 0.834 6.276
H -0.497 -1.076 5.004
H -0.877 -0.858 2.567
H 0.374 2.015 0.790
H -1.649 3.083 0.724
H -3.608 3.141 2.304
H -5.466 1.923 3.413
H -5.692 -0.515 3.092
H -4.061 -1.756 1.694
O 0.799 1.023 -1.189
S 0.883 3.613 -1.650
O 1.359 3.906 -0.331
O -1.749 1.582 -0.699
O 1.829 3.438 -2.709
C 3.432 0.741 0.298
Ge 3.961 -0.411 -1.183
C 4.312 -2.241 -0.599
C 5.586 0.342 -1.962
C 2.772 -0.391 -2.781
Se 1.048 -1.241 -2.982
C 1.545 -3.079 -2.660
H 4.282 0.795 0.981
H 2.577 0.377 0.864
H 3.218 1.748 -0.057
H 5.162 -2.240 0.085
H 4.567 -2.877 -1.447
H 3.463 -2.674 -0.071
H 6.361 0.433 -1.200
H 5.393 1.335 -2.370
H 5.971 -0.291 -2.762
H 3.368 -0.825 -3.590
H 2.597 0.649 -3.062
H 1.946 -3.192 -1.657
H 2.287 -3.361 -3.404
H 0.656 -3.693 -2.783
*
```

Mulliken atomic charge list, values in e, 8 entries:
1 W 2.180
2 C -0.839
3 S 0.120
4 C 0.486
5 S -0.886
6 N -1.721
7 N 0.940
8 C -0.665